# C3H8AgBrO

A molecular structure, C3H8AgBrO at a distorted geometry (the ωB97M-V functional and the def2-TZVPD basis, OMol25).

Values from the calculation:
- largest force on an atom (eV/Å) = 3.845
- <S²> = 2.0068
- gap between HOMO and LUMO (spin up / spin down) (eV) = 10.7 / 6.9
- net charge = +2
- electronic energy (eV) = -79306.9939
- spin multiplicity = 3
- HOMO level (spin up / spin down) (Eh) = -0.73831 / -0.73724

The geometry in XYZ format:
```
14
Properties=species:S:1:pos:R:3:forces:R:3:lowdin_charge:R:1
Ag -0.4266 -5.0214 -2.5411 -0.034 -0.141 -0.147 0.7461
Br -0.7177 -2.3165 -2.5368 -0.218 -0.492 -0.191 0.5142
C -0.9091 -0.1105 0.7580 -1.476 -0.742 0.080 0.0214
C 0.0751 0.7014 -0.0491 3.068 0.419 2.281 -0.3713
C 0.9696 1.6120 0.8189 0.070 0.620 0.549 0.0246
O 0.8849 -0.1610 -0.7482 0.489 1.457 0.029 0.2001
H -0.3463 -0.9153 1.2309 -0.177 -0.023 0.020 0.1189
H -1.7259 -0.4710 0.1327 0.011 -0.343 0.066 0.0945
H -1.3807 0.4965 1.5309 0.209 0.259 -0.127 0.1257
H -0.4427 1.3814 -0.7255 -0.778 0.499 -0.921 0.2300
H 0.4241 2.0480 1.6558 -0.639 -0.210 -0.173 0.1106
H 1.4084 2.5079 0.3798 0.000 -0.215 -0.705 0.1135
H 1.7947 1.0911 1.3047 0.065 -0.513 -0.415 0.1168
H 0.3922 -0.8427 -1.2111 -0.589 -0.575 -0.346 -0.0453
```
Forces are in eV/Å.

# C3H8BCl

C3H8BCl in the gas phase (the ωB97M-V functional and the def2-TZVPD basis, OMol25).

Values from the calculation:
- largest force on an atom (eV/Å) = 0.336
- gap between HOMO and LUMO (eV) = 10.9
- electronic energy (eV) = -16438.6377
- spin multiplicity = 1
- HOMO level (Eh) = -0.39182
- SMILES string = BC[C@@H](C)Cl
- energy relative to the best compared isomer or geometry (same formula, charge and spin) (kJ/mol) = 10.37

The geometry in XYZ format:
```
13
Properties=species:S:1:pos:R:3:forces:R:3:lowdin_charge:R:1
B -1.6782 -0.7516 0.9277 -0.178 -0.023 0.082 0.0060
C -0.3932 -0.8920 0.0603 0.205 -0.173 -0.049 -0.2693
C 0.0732 0.5278 -0.3187 -0.098 0.294 0.130 -0.7521
C 1.5842 0.7225 -0.3574 0.018 -0.192 0.010 -0.1274
Cl -0.6445 0.9954 -1.9038 -0.100 -0.040 -0.165 0.5910
H -1.5686 -0.4941 2.0896 -0.048 0.032 -0.039 0.0310
H -2.7653 -0.8452 0.4463 0.023 0.035 0.063 0.0305
H 0.4167 -1.3699 0.6187 -0.005 0.037 0.045 0.0976
H -0.5642 -1.4687 -0.8478 0.141 0.021 -0.061 0.0851
H -0.3602 1.2610 0.3651 0.105 0.039 -0.004 0.0845
H 2.0790 -0.1977 -0.6676 0.020 0.020 -0.070 0.0798
H 1.8680 1.5153 -1.0438 -0.061 0.078 -0.014 0.0616
H 1.9531 0.9973 0.6313 -0.022 -0.128 0.073 0.0818
```
Forces are in eV/Å.

Q: Among the records above, which one has the highest spin multiplicity?
A: C3H8AgBrO

Q: The lowest largest force on an atom belongs to which entry?
A: C3H8BCl